1.
Below is a single C16H24O5 molecule, with properties calculated with ωB97M-V with the def2-TZVPD basis set.

Each line ends with the Mulliken charge.
Element x y z (Å)
H -5.27 -0.21 -2.40  0.308
C -4.94 0.77 -2.02  -0.679
H 1.85 3.09 0.11  0.424
H -1.43 -1.51 -1.41  0.465
C -0.38 -0.61 0.74  -0.789
O 1.96 0.60 1.27  -0.297
C 4.92 -1.94 -0.38  -0.682
H 3.19 -1.69 0.86  0.395
C 6.02 -1.32 -0.95  -0.400
H 5.56 1.81 0.25  0.335
H -3.95 0.98 -2.43  0.247
C -5.96 -1.03 1.30  -0.769
O -0.05 -0.01 -1.55  -0.630
O -1.86 -1.95 -0.66  -0.664
C -4.17 -0.22 0.00  0.027
H -5.96 -2.00 0.79  0.298
H -0.35 0.02 1.63  0.534
H 3.47 0.65 2.57  0.277
C -2.70 0.19 0.15  -0.657
H 3.49 1.99 1.40  0.326
C -1.82 -1.04 0.42  -0.250
C 1.49 0.95 -0.02  0.428
H -4.24 -1.14 -0.62  0.501
C 3.31 0.92 1.51  -0.861
H -2.37 0.69 -0.76  0.350
H 0.62 2.62 -1.07  0.411
H 2.28 0.79 -0.77  0.307
H -6.69 -0.37 0.83  0.297
H -2.64 0.89 0.98  0.338
H 0.25 2.58 0.66  0.332
H 7.11 0.51 -1.15  0.375
C 0.31 0.08 -0.40  0.462
C 5.38 0.75 0.08  -0.434
H -5.64 1.54 -2.34  0.269
H 6.70 -1.88 -1.57  0.379
O -4.67 -0.45 1.28  -0.376
C 4.27 0.14 0.65  0.595
H -2.24 -1.58 1.27  0.589
O -4.95 0.79 -0.62  -0.424
H -6.21 -1.16 2.35  0.268
C 1.02 2.41 -0.08  -1.608
H 4.74 -2.98 -0.56  0.394
H 0.22 -1.50 0.97  0.190
C 4.05 -1.21 0.41  -0.029
C 6.25 0.03 -0.71  -0.571

The calculation puts the energy relative to the best compared isomer or geometry (same formula, charge and spin) at 4.1 kcal/mol. Its largest force on an atom is 0.0143 Eh/bohr. As for the calculated total energy: -1000.2401 hartree. The SMILES is COC(C[C@@H](O)CC(=O)[C@@H](C)OCc1ccccc1)OC. The HOMO energy comes out at -9.47 eV. As for the LUMO energy: 0.707 eV.

=====

2.
Below is a molecular structure, C16H25BF3O6ReSSe2 in a non-equilibrium geometry, with properties calculated with ωB97M-V with the def2-TZVPD basis set.

Each line ends with the Mulliken charge.
Element x y z (Å)
C 3.40 -1.51 0.66  -1.121
H -1.04 -3.44 -0.54  0.206
B -0.40 0.49 2.03  0.703
F -4.05 -0.77 1.02  -0.201
C -2.43 2.29 5.65  0.645
H -4.92 3.42 5.03  0.422
Re -0.25 -0.46 0.09  0.605
H 0.57 -0.44 -3.28  0.344
C -3.18 4.27 6.99  -1.592
C -3.56 1.95 7.84  -1.583
S -2.61 -0.27 -1.13  0.982
H 2.02 -0.98 -2.39  0.271
H 3.53 -1.28 -0.40  0.276
H 3.03 -2.53 0.75  0.326
C -2.74 1.78 4.39  -1.054
C -0.38 1.36 4.06  0.980
C 2.69 1.34 0.94  -0.827
H 3.43 0.65 -1.02  0.355
H -3.96 4.66 7.64  0.447
C -4.89 2.81 5.93  -2.067
H -3.75 1.75 4.01  0.625
H -0.86 2.69 7.06  0.410
F -3.75 -2.48 -0.29  -0.214
O 0.44 0.84 3.07  -0.269
C -0.04 1.84 5.30  -2.054
H 4.34 -1.41 1.20  0.436
C -3.51 2.82 6.59  1.973
O -1.50 -1.06 -1.71  -0.562
H 0.07 -3.10 -1.89  0.309
H -2.61 1.96 8.38  0.334
C -1.09 2.30 6.08  -0.539
O -1.91 0.79 -0.34  -0.596
C 2.78 1.40 -0.58  -0.689
O -3.70 0.11 -1.93  -0.570
C -3.22 -1.38 0.22  0.932
F -2.12 -1.76 0.95  -0.273
H -4.33 2.30 8.52  0.442
C 0.00 -3.27 -0.81  -0.734
O -1.73 0.78 2.35  -0.145
O 0.56 -2.17 -0.09  -0.345
H -5.62 3.20 6.63  0.423
Se 1.01 1.09 -1.35  0.134
C -1.69 1.32 3.62  0.367
H 0.59 -4.15 -0.54  0.269
H 1.93 2.01 1.34  0.295
H 3.65 1.61 1.39  0.592
H -3.12 4.91 6.11  0.384
H 3.13 2.38 -0.92  0.520
C 1.49 -0.12 -2.80  -0.965
Se 2.10 -0.40 1.55  0.397
H 0.98 1.85 5.65  0.488
H -3.78 0.91 7.59  0.379
H -5.20 1.80 5.67  0.382
H -2.23 4.34 7.52  0.319
H 2.11 0.43 -3.51  0.426

The calculation puts the energy relative to the best compared isomer or geometry (same formula, charge and spin) at 22.8 kcal/mol. As for the spin multiplicity: 2. Its largest force on an atom is 0.0569 Eh/bohr. As for the calculated total energy: -6679.7006 hartree. The HOMO energy (spin up / spin down) comes out at -10.91 / -10.88 eV. As for the LUMO energy (spin up / spin down): -3.488 / -4.109 eV. As for the total charge: +1. The expectation value of S² is 0.76.

=====

3.
Below is a gas-phase ion, C16H25BrClF2N3O4PS (charge +1) in a non-equilibrium geometry, with properties calculated with ωB97M-V with the def2-TZVPD basis set.

Each line ends with the Mulliken charge.
Element x y z (Å)
H -0.87 4.84 1.81  0.361
H -3.29 0.12 0.17  0.151
O -3.91 -1.84 -0.25  -0.420
H 3.54 0.26 -1.02  0.393
H -0.47 -0.45 -3.88  0.354
C -3.42 -0.57 -0.74  -0.216
C 1.61 -1.41 0.79  0.079
C 1.15 -3.53 -0.39  0.360
F 4.14 -2.91 -1.51  -0.219
H 1.35 2.55 2.98  0.618
H -3.22 -3.65 0.70  0.308
H 0.01 2.60 0.05  -0.563
H 2.54 1.80 -0.92  0.343
H 0.25 1.98 -1.94  -0.012
H 2.50 2.64 1.56  0.285
H -2.92 0.79 -3.14  0.408
O 4.08 -2.61 0.79  -0.398
H -4.28 -0.11 -1.37  0.267
H -1.94 -2.34 0.55  -0.022
F 1.56 -4.72 0.31  -0.246
H 0.60 -0.65 6.37  0.351
H 1.15 1.95 -3.55  0.417
C -2.85 -2.79 0.03  -0.290
C 3.45 -2.64 -0.29  0.512
O 0.08 -3.61 -1.01  -0.359
C 1.69 0.17 -2.27  -0.310
H -1.89 1.57 -1.80  0.145
C 0.96 -0.17 2.62  -0.109
O 0.88 -0.91 5.46  -0.437
P 0.35 0.33 4.37  0.214
H 1.11 -0.80 -2.09  0.161
Br 0.70 -3.15 2.98  0.215
H -2.09 1.86 0.36  -0.143
C 1.84 0.10 0.42  0.064
H -0.82 3.39 2.95  0.290
Cl -1.77 0.45 4.32  -0.163
H -1.17 -0.63 -0.93  -0.336
S -2.42 3.06 0.99  -0.087
C -2.09 -0.65 -1.63  0.180
H -2.00 -1.57 -2.30  0.344
N 1.08 -1.54 2.13  -0.028
N 1.40 0.81 1.63  0.412
C 1.44 2.28 1.86  -1.095
C -1.93 0.69 -2.56  -0.562
N 2.00 -2.35 -0.26  0.763
H -0.93 1.21 -4.50  0.320
C -0.87 3.68 1.84  -0.500
C 0.40 3.13 0.98  0.524
H 2.51 -0.01 -3.07  0.370
H -2.57 -3.29 -0.98  0.203
H 0.96 4.08 0.62  0.374
C -0.66 0.63 -3.54  -0.801
C 0.61 1.28 -2.77  -0.499
C 2.46 0.66 -0.94  -0.973

Its largest force on an atom is 0.1147 Eh/bohr. As for the calculated total energy: -5062.8791 hartree. The HOMO energy comes out at -11.78 eV. As for the LUMO energy: -4.593 eV. As for the total charge: +1.

=====

4.
Below is a molecular structure, C16H25BrN4O3S in a non-equilibrium geometry, with properties calculated with ωB97M-V with the def2-TZVPD basis set.

Each line ends with the Mulliken charge.
Element x y z (Å)
H 6.71 -0.92 -1.94  0.292
C -2.46 -0.73 -0.89  -0.241
H 4.15 -1.59 -3.31  0.288
C -0.99 -0.27 8.02  0.747
H -3.11 -0.30 -4.35  0.307
C -3.25 -0.97 -3.45  -0.722
O 1.89 1.91 -1.53  -0.210
C -1.55 -0.09 0.14  0.684
C -1.34 0.69 -2.69  -0.988
N -0.82 -1.13 6.98  -0.134
H 6.35 -2.29 -3.11  0.268
C -2.39 -0.37 -2.29  0.680
C -0.89 1.20 7.75  -1.182
H -1.65 1.51 7.03  0.331
H 2.86 2.81 -3.25  0.402
H -5.07 -2.15 -3.11  0.300
H 0.74 2.48 -3.27  0.428
H 0.11 1.45 7.37  0.336
C 0.67 2.37 -2.15  -0.623
N 0.27 1.42 0.78  -0.518
H 6.15 -2.53 -1.31  0.248
C -0.44 1.32 -1.75  0.455
Br -3.71 -2.09 -0.26  -0.150
H -0.47 0.27 5.43  0.255
H 0.41 -1.28 5.31  0.288
O -1.22 -0.71 9.14  -0.646
H -6.53 -1.01 -4.25  0.264
H -5.84 0.46 -4.07  0.245
O 4.23 -0.02 -1.83  -0.337
H 3.03 0.21 -3.58  0.305
H -5.12 -0.61 -2.18  0.396
H -1.27 0.98 -3.77  0.148
C 6.02 -1.78 -2.15  -0.914
C 4.49 -1.37 -2.26  -0.295
H 0.42 3.36 -1.66  0.221
H -2.79 -1.98 -3.70  0.321
C 3.03 2.12 -2.38  -0.700
H 4.60 1.11 -3.52  0.286
H -0.90 -2.10 7.24  0.216
H 3.82 2.64 -1.73  0.236
H -1.34 -1.22 4.97  0.340
C -4.80 -1.05 -3.18  -0.476
H 3.91 -2.04 -1.57  0.301
N -5.63 -0.51 -4.31  -0.699
N -1.55 -0.41 1.49  -0.486
C -0.54 -0.81 5.59  -0.816
C 3.70 0.79 -2.89  -0.342
H -1.05 1.75 8.67  0.280
C -0.51 0.95 -0.27  0.427
S -0.32 0.55 2.07  0.185

Its largest force on an atom is 0.0801 Eh/bohr. As for the calculated total energy: -4041.4901 hartree. The HOMO energy comes out at -8.79 eV. As for the LUMO energy: -0.996 eV.